1.
C11H21ClF3O4P2Rh | the ωB97M-V functional and the def2-TZVPD basis

Each line ends with the Mulliken spin population.
CARTESIAN COORDINATES (ANGSTROEM)
C: 1.5039 0.3161 2.9735  0.01
O: 1.8161 -0.5815 -0.5976  0.59
H: 1.2638 2.1638 -2.2485  -0.01
H: -3.8044 -0.7865 -0.3081  0.00
C: -2.7370 0.5615 0.9009  0.08
H: 0.8728 -2.8637 1.0591  0.00
H: -4.7518 -0.1328 1.1143  0.01
F: 3.8720 0.6625 0.5171  0.00
C: 3.8895 0.3554 -0.8245  -0.03
C: -0.1126 1.3820 0.5355  -0.03
Cl: -1.1211 -2.4209 -0.5924  0.16
H: -0.1537 3.1118 -1.7261  0.00
H: -0.5169 -0.2866 -4.2076  0.01
F: 5.1836 0.2241 -1.1871  0.00
C: -2.4214 1.1586 -2.4693  0.04
H: -0.0120 2.5931 -3.4287  0.01
H: 1.0697 -0.1828 -3.3855  0.00
C: -0.9651 -1.0662 3.3634  0.04
H: -2.4850 1.4991 -3.5106  0.01
H: 1.0484 1.2954 3.1651  0.00
H: -1.5081 -0.1272 3.4950  0.00
H: -0.5213 -1.3797 4.3155  0.01
H: 1.2739 -2.9185 2.8191  0.01
C: 1.3124 -2.3170 1.9020  0.02
O: 3.3275 -1.8442 -1.7366  0.59
C: 0.1847 2.3042 -2.3882  0.01
H: 2.4010 0.4607 2.3619  -0.01
F: 3.3851 1.4540 -1.4896  0.00
Rh: -0.9580 -0.1990 0.1742  1.35
H: -2.7569 1.9536 -1.8008  0.00
P: 0.3404 -0.8075 2.1251  0.21
H: -0.1275 -1.4176 -2.8496  0.00
H: -3.0340 0.2584 -2.3173  0.00
P: -0.7048 0.7417 -2.0499  0.22
H: -1.6439 -1.8404 2.9767  0.00
H: 1.7868 -0.1354 3.9335  0.01
C: 0.0039 -0.4043 -3.2490  0.02
C: -3.7700 -0.4801 0.7475  0.16
C: 2.9295 -0.8703 -1.1043  -0.13
H: 2.3527 -2.0460 1.6798  0.00
H: -3.4431 -1.3992 1.2524  0.00
O: -2.8179 1.6785 1.3663  0.61
O: 0.5488 2.3329 0.6931  -0.01

Cartesian forces (eV/Å) of the 2 atoms listed first:
C -0.21 0.44 -0.48
O -0.82 -1.37 -0.43

The total charge is +2. The energy comes out at -62178.36166 eV. The calculation puts the gap between HOMO and LUMO (alpha / beta) at 7.70 / 5.77 eV. For the HOMO energy (alpha / beta), the calculation gives -15.1 / -17.2 eV. As for the multiplicity: 5.

---

2.
C11H21ClN2P | the ωB97M-V functional and the def2-TZVPD basis

Each line ends with the Löwdin charge.
CARTESIAN COORDINATES (ANGSTROEM)
C: 1.0734 -0.3184 0.1511  -0.35
H: 0.0697 1.6178 -1.7106  -0.09
H: 0.4705 -0.8071 0.9204  -0.01
H: -1.6790 -0.1790 -0.2844  0.02
H: 1.0195 0.7628 0.3074  0.01
H: 1.7886 5.7860 -1.5345  0.07
C: -0.7038 3.9419 -0.3324  -0.25
C: -0.1414 -3.3542 2.1874  -0.20
H: -1.7605 4.5594 -2.0148  0.12
H: 0.8498 -4.2979 3.8455  0.11
H: -0.7889 5.7958 -1.2201  0.11
H: 0.2919 3.5068 -2.9476  0.06
H: -0.8808 -6.0617 4.2640  0.07
H: -0.7000 -3.5741 4.2365  0.10
H: 1.9239 4.0554 -1.1690  0.07
C: 1.7144 4.7792 -1.9576  -0.11
C: 0.3406 4.5263 -2.5587  -0.26
C: 0.6018 -4.0345 1.1261  -0.24
C: 0.6395 0.8537 -2.2554  -0.93
H: -1.1544 -3.1715 1.8208  0.12
C: -0.8464 -5.5209 3.3176  -0.12
H: 2.4896 4.6706 -2.7157  0.07
N: 1.1874 -4.5831 0.3016  0.15
H: -1.9883 -0.7777 -1.9325  0.00
Cl: -0.1115 0.8708 -3.9506  0.20
P: 0.4257 -0.7560 -1.5363  0.64
H: 2.1147 -0.6287 0.2603  0.01
C: -1.3798 -0.9200 -1.0350  -0.36
C: -0.7918 4.7519 -1.5504  -0.20
H: 0.1528 5.2066 -3.3930  0.10
H: -1.8713 -5.4051 2.9588  0.08
H: -0.3076 -6.1356 2.5950  0.07
H: 0.3210 -2.3794 2.3435  0.10
N: -0.6176 3.3136 0.6247  0.15
H: -1.5788 -1.9279 -0.6478  -0.01
C: -0.1728 -4.1659 3.4854  -0.26

Cartesian forces (eV/Å) of the 2 atoms listed first:
C 0.12 0.06 -0.03
H -0.05 -0.08 -0.02

The total charge is -1. The energy comes out at -36538.32589 eV. The calculation puts the gap between HOMO and LUMO at 5.21 eV. For the HOMO energy, the calculation gives -2.4 eV.

---

3.
C11H21ClNO6PS | the ωB97M-V functional and the def2-TZVPD basis

Each line ends with the Löwdin charge.
CARTESIAN COORDINATES (ANGSTROEM)
O: -1.4466 1.8411 -0.8656  -0.12
C: -1.2978 0.4542 -0.3113  -0.37
O: 0.3728 3.5879 -1.3022  0.05
O: -3.1814 0.9358 -3.2924  -0.17
H: 1.8523 1.1083 1.6549  0.15
O: 4.5959 1.1496 0.9017  -0.43
Cl: 6.7171 -0.3737 -0.4740  0.30
C: -3.7160 -0.5598 -1.1986  -0.20
C: -1.1533 0.7973 2.4216  -0.04
H: -1.4076 -0.3162 2.7198  0.09
C: -0.3251 0.8878 0.9712  -0.33
H: -0.5310 1.2934 3.3111  0.11
S: 4.6580 -0.0680 -0.0727  0.49
N: 0.4210 -1.7288 -1.3665  -0.33
H: 0.0514 -2.5681 -1.8637  -0.04
H: -4.1947 1.6810 -1.5671  0.14
H: 1.6870 0.3531 -0.0632  0.11
H: 0.4117 0.5188 -2.4405  0.04
C: 3.0192 -1.4014 2.0060  -0.21
O: -0.0836 2.3679 0.9137  -0.04
H: -2.6070 -1.1212 0.7127  0.14
H: -3.2612 -1.5048 -1.7671  0.11
C: -4.1325 0.6744 -2.2009  -0.23
C: 1.2110 0.3199 1.0274  -0.13
H: -4.7402 -0.9606 -0.7341  0.13
H: -1.4247 -0.9237 -2.7858  0.02
C: 1.3857 -1.1247 1.7837  -0.20
P: -0.4710 -0.4297 -1.8141  0.85
H: 3.1414 -2.4150 2.6242  0.13
H: 0.9611 -2.0481 1.1957  0.10
H: 4.6879 -2.4396 0.7995  0.12
H: 0.8205 -1.1309 2.8345  0.12
H: -2.1092 1.4771 2.2804  0.10
H: -3.4259 0.5766 0.7589  0.13
C: -2.7811 -0.1248 0.0785  -0.15
C: -0.2804 2.7198 -0.5258  -0.21
H: -5.1579 0.3951 -2.6910  0.12
H: 3.3940 -0.4591 2.6345  0.13
H: -2.7172 1.8310 -3.1817  0.11
C: 3.8388 -1.6238 0.6025  -0.26
O: 4.0366 0.4171 -1.4340  -0.44
H: 3.1817 -2.0653 -0.2805  0.12

Cartesian forces (eV/Å) of the 2 atoms listed first:
O 2.17 1.63 -0.64
C -0.35 2.55 0.55

The total charge is 0. The energy comes out at -58159.72915 eV. The calculation puts the gap between HOMO and LUMO at 7.85 eV. For the HOMO energy, the calculation gives -8.7 eV.